--- 1 ---
The following is a quantum chemistry calculation of a single C7H14Si molecule, from the Open Molecules 2025 dataset.

Values from the calculation:
- E_HOMO: -0.309 Eh
- M: 126.275 g mol⁻¹
- Gap between HOMO and LUMO: 9.25 eV
- Charge: 0

Element x y z (Å)
Si (-0.87604, -0.54911, 0.23686)
C (0.77708, -1.07495, -0.63593)
C (-2.32130, -0.87288, -1.05471)
C (-0.99963, -1.48924, 1.94197)
C (1.78676, 0.08784, -0.86845)
C (1.36734, 1.32798, -0.23234)
C (-0.63675, 1.34429, 0.63582)
C (2.02993, 2.45542, -0.09620)
H (-1.83679, -1.36445, 2.64046)
H (-1.99861, -0.99125, -2.10556)
H (-3.16126, -0.22077, -0.96688)
H (-2.85890, -1.83240, -1.10421)
H (-0.79720, -2.62587, 1.74098)
H (3.08457, 2.43980, -0.08836)
H (1.56196, 3.45080, 0.01413)
H (0.46978, -1.33341, -1.66501)
H (-1.17450, 2.15940, 0.04804)
H (1.30620, -1.85668, -0.07772)
H (1.98039, 0.27266, -1.96360)
H (-0.32567, 1.87981, 1.54824)
H (-0.13462, -1.08712, 2.50588)
H (2.75726, -0.11987, -0.45342)

--- 2 ---
The following is a quantum chemistry calculation of 2 unconnected molecules or ions with the total composition C7H14Si, from the Open Molecules 2025 dataset.

Values from the calculation:
- E_HOMO (alpha / beta): -0.306 / -0.306 Eh
- M: 126.275 g mol⁻¹
- Gap between HOMO and LUMO (alpha / beta): 8.50 / 8.50 eV
- Charge: 0

Element x y z (Å)
Si (1.16613, -0.11832, 0.05219)
C (1.91673, -1.20020, -1.41628)
C (-0.64580, -0.46302, -0.06738)
C (-1.86796, -0.05175, -0.11479)
C (-3.37110, -0.08530, -0.27019)
C (-2.64732, 1.23218, -0.04583)
C (1.38427, 1.82890, 0.12621)
C (1.74857, -0.80358, 1.65894)
H (0.88535, 2.12559, -0.82170)
H (1.07233, -1.77189, -1.75516)
H (0.91334, 2.17423, 0.97684)
H (2.33911, 2.27280, 0.12521)
H (-3.77327, -0.58021, 0.66217)
H (2.42597, -0.79541, -2.21932)
H (-2.82110, 1.79552, 0.87478)
H (2.50978, -1.96576, -1.07332)
H (2.83636, -0.44974, 1.87734)
H (-0.52873, -2.43407, -0.51789)
H (-2.52206, 1.91945, -0.99232)
H (-3.75062, -0.45729, -1.31127)
H (1.14905, -0.29328, 2.47192)
H (1.58098, -1.87886, 1.77987)

--- 3 ---
The following is a quantum chemistry calculation of a single C7H14Si molecule, from the Open Molecules 2025 dataset.

Values from the calculation:
- E_HOMO: -0.303 Eh
- M: 126.275 g mol⁻¹
- Gap between HOMO and LUMO: 9.12 eV
- Charge: 0

Element x y z (Å)
Si (1.00978, -0.43718, 2.32187)
C (-1.09834, -2.11881, 1.01846)
C (-0.29677, -0.19015, -0.44010)
C (-0.17060, -0.92591, 0.82975)
C (0.00050, 2.25205, -1.32752)
C (0.60438, 0.96469, -0.72071)
C (-1.27382, -0.53050, -1.50736)
C (1.92628, 1.00180, -0.50547)
H (-1.22166, 0.29559, -2.28177)
H (-1.07549, -1.37096, -2.17326)
H (-2.34348, -0.54151, -1.01543)
H (0.30183, -0.71593, 3.45029)
H (1.38979, 0.83693, 2.32540)
H (2.12550, -1.22688, 2.32910)
H (0.38573, 2.45514, -2.34977)
H (-2.12948, -1.91172, 0.43365)
H (-1.17582, -2.26039, 2.18068)
H (-0.80576, -2.99597, 0.56431)
H (2.33820, 1.89532, -0.96800)
H (-1.12000, 2.00788, -1.55675)
H (-0.06280, 3.17038, -0.51275)
H (2.69203, 0.34614, -0.09460)

Short version: 2 is the least stable of them.

--- 1 ---
The following is a quantum chemistry calculation of a single C6H7N3 molecule, from the Open Molecules 2025 dataset.

Values from the calculation:
- E_HOMO: -0.373 Eh
- M: 121.143 g mol⁻¹
- Gap between HOMO and LUMO: 10.56 eV
- Charge: 0

Element x y z (Å)
N (2.01136, 0.20149, 0.39904)
N (0.84221, -1.54545, -2.37204)
N (-1.63137, 1.79732, -2.16273)
C (1.15090, 0.14966, 1.53684)
C (-1.17549, 1.15185, -1.35853)
C (-0.30357, 0.12910, -0.67665)
C (-1.47654, -0.60790, 0.19097)
C (0.71990, 0.82399, 0.28427)
C (0.32281, -0.84457, -1.62813)
H (0.69250, -0.80988, 1.82967)
H (-1.03235, -1.31655, 0.88782)
H (-2.23316, -1.16554, -0.37288)
H (-1.99279, 0.21220, 0.79899)
H (1.35446, 0.72751, 2.37104)
H (0.73550, 1.88492, 0.32210)
H (2.01562, -0.78816, -0.04979)

--- 2 ---
The following is a quantum chemistry calculation of a single C6H7N3 molecule, from the Open Molecules 2025 dataset.

Values from the calculation:
- E_HOMO: -0.315 Eh
- M: 121.143 g mol⁻¹
- Gap between HOMO and LUMO: 8.23 eV
- Charge: 0

Element x y z (Å)
N (-4.08945, -1.17582, -0.06209)
N (1.49668, -2.25370, -0.26956)
N (1.02882, -1.02355, 0.12151)
C (-3.11031, -0.56269, 0.07255)
C (1.66371, 0.07191, -0.11481)
C (-2.17412, 0.45887, 0.25084)
C (1.22587, 1.41679, 0.16182)
C (-1.01472, 0.71583, -0.34370)
C (-0.08432, 1.69758, 0.10981)
H (-0.56862, 2.54281, 0.69561)
H (-0.68987, 0.14368, -1.24023)
H (2.59900, -0.09898, -0.61642)
H (2.08221, 2.18700, 0.31312)
H (-2.36926, 1.07674, 1.16801)
H (2.49853, -2.16668, -0.61296)
H (1.50584, -3.02979, 0.36651)

Short version: 2 is the least stable of them.

--- 1 ---
The following is a quantum chemistry calculation of 2 unconnected molecules or ions with the total composition CH7N2O, from the Open Molecules 2025 dataset.

Values from the calculation:
- E_HOMO: -0.095 Eh
- M: 63.080 g mol⁻¹
- Gap between HOMO and LUMO: 7.44 eV
- Charge: -1

Element x y z (Å)
O (-0.43200, 0.05552, 0.67577)
N (-0.82520, -2.30976, -1.03643)
N (1.31145, 1.56732, 0.05714)
C (0.14105, 1.24951, 0.92076)
H (0.97787, 1.47133, -0.89851)
H (0.53938, 1.31917, 1.96036)
H (-0.39445, -1.76538, -0.28797)
H (-0.54280, 2.11940, 0.79747)
H (1.95265, 0.79001, 0.16621)
H (-1.56784, -2.85777, -0.64339)
H (-1.16012, -1.63934, -1.71142)

--- 2 ---
The following is a quantum chemistry calculation of 2 unconnected molecules or ions with the total composition CH7N2O, from the Open Molecules 2025 dataset.

Values from the calculation:
- E_HOMO: -0.085 Eh
- M: 63.080 g mol⁻¹
- Gap between HOMO and LUMO: 6.74 eV
- Charge: -1

Element x y z (Å)
O (2.79519, -0.34926, 0.59436)
N (-2.42374, 0.25162, -0.15463)
N (0.43840, 0.18865, 0.45331)
C (1.72894, -0.35378, -0.16907)
H (1.82519, 0.26429, -1.11085)
H (0.04089, 0.96942, -0.03440)
H (1.43399, -1.39325, -0.47278)
H (-3.01033, -0.55750, -0.01837)
H (-1.89149, 0.07819, -0.99644)
H (0.80700, 0.52726, 1.32740)
H (-1.74403, 0.37434, 0.58148)

Short version: 2 is the least stable of them.

--- 1 ---
The following is a quantum chemistry calculation of a single C3H6N2OS molecule, from the Open Molecules 2025 dataset.

Values from the calculation:
- E_HOMO: -0.349 Eh
- M: 118.161 g mol⁻¹
- Gap between HOMO and LUMO: 8.54 eV
- Charge: 0

Element x y z (Å)
S (-0.66172, 1.52892, 0.12890)
O (-2.39934, -0.79392, -0.09905)
N (2.25444, 0.63674, -0.29822)
N (1.38642, -1.55374, 0.25491)
C (-1.03121, -1.08647, -0.14097)
C (1.28629, -0.31112, -0.02383)
C (-0.15164, 0.01526, -0.14954)
H (3.25779, 0.28700, -0.10439)
H (-0.75717, -1.86549, -0.69775)
H (1.86118, 1.49563, 0.22046)
H (2.32553, -1.83772, 0.54288)
H (-2.28529, 0.16639, 0.18840)
H (-0.72648, -1.64424, 0.76968)

--- 2 ---
The following is a quantum chemistry calculation of a single C3H6N2OS molecule, from the Open Molecules 2025 dataset.

Values from the calculation:
- E_HOMO (alpha / beta): -0.269 / -0.269 Eh
- M: 118.161 g mol⁻¹
- Gap between HOMO and LUMO (alpha / beta): 7.92 / 7.92 eV
- Charge: 0

Element x y z (Å)
S (-0.45228, -0.24556, -1.03569)
O (-2.31878, -0.55166, 0.95908)
N (1.59784, -1.08236, 0.52077)
N (1.94088, 0.13473, 0.19653)
C (0.53123, -1.49330, -0.04105)
C (-2.12726, -0.40988, -0.41977)
C (1.03716, 0.93381, -0.49807)
H (2.60440, 0.59128, 0.77773)
H (-1.58983, -1.04285, 1.27605)
H (-2.51324, 0.49400, -0.66440)
H (1.30514, 1.14164, -1.53180)
H (0.66322, 1.75631, 0.02754)
H (-0.03073, -2.42907, 0.13493)

Short version: 2 is the least stable of them.

--- 1 ---
The following is a quantum chemistry calculation of a single C3H6N2OS molecule, from the Open Molecules 2025 dataset.

Values from the calculation:
- E_HOMO: -0.334 Eh
- M: 118.161 g mol⁻¹
- Gap between HOMO and LUMO: 9.72 eV
- Charge: 0

Element x y z (Å)
S (-0.33189, 1.46849, -0.62000)
O (-0.01950, -1.34696, -0.75818)
N (-2.61615, 0.65299, 0.72182)
N (-0.81427, -0.89416, 0.29924)
C (1.20340, 0.59986, 0.09389)
C (1.30724, -0.67760, -0.53515)
C (-1.44888, 0.31375, 0.19490)
H (2.12076, 1.28115, -0.18607)
H (1.57442, -0.62253, -1.73426)
H (2.13977, -1.41142, -0.12491)
H (-1.46763, -1.71403, 0.56640)
H (-2.67060, 1.66785, 0.85446)
H (1.02334, 0.68261, 1.22786)

--- 2 ---
The following is a quantum chemistry calculation of a single C3H6N2OS molecule, from the Open Molecules 2025 dataset.

Values from the calculation:
- E_HOMO: -0.356 Eh
- M: 118.161 g mol⁻¹
- Gap between HOMO and LUMO: 9.78 eV
- Charge: 0

Element x y z (Å)
S (0.82502, 1.47888, -0.35475)
O (2.21324, -1.11734, 0.43233)
N (0.20636, -0.02165, 0.00037)
N (-1.54354, -1.40757, -0.66998)
C (-2.20963, 0.51164, 0.61265)
C (-1.20445, -0.33432, -0.13449)
C (1.04679, -1.07633, 0.26217)
H (-0.68004, -1.72227, -1.29293)
H (0.52775, -2.00369, 0.22799)
H (-3.08506, -0.12810, 0.83554)
H (-2.51039, 1.47956, 0.12187)
H (-1.92541, 0.70557, 1.62828)
H (0.33094, 2.34416, 0.94186)

--- 3 ---
The following is a quantum chemistry calculation of a single C3H6N2OS molecule, from the Open Molecules 2025 dataset.

Values from the calculation:
- E_HOMO: -0.311 Eh
- M: 118.161 g mol⁻¹
- Gap between HOMO and LUMO: 7.92 eV
- Charge: 0

Element x y z (Å)
S (-2.63459, -0.08260, -0.14879)
O (-0.48741, 1.33704, 0.24828)
N (1.30299, -1.04965, 0.07916)
N (1.83573, 0.11575, -0.23569)
C (-0.03757, -1.11323, 0.21118)
C (3.29208, 0.31647, -0.05331)
C (-0.98761, 0.03278, 0.07418)
H (3.78391, -0.64459, -0.32242)
H (1.25731, 1.03872, -0.55342)
H (3.49390, 0.66685, 1.03511)
H (3.85245, 1.02733, -0.67477)
H (-0.46157, -2.17309, 0.33358)
H (-1.44578, 1.83127, 0.27981)

--- 4 ---
The following is a quantum chemistry calculation of a single C3H6N2OS molecule, from the Open Molecules 2025 dataset.

Values from the calculation:
- E_HOMO: -0.315 Eh
- M: 118.161 g mol⁻¹
- Gap between HOMO and LUMO: 8.55 eV
- Charge: 0

Element x y z (Å)
S (-1.32421, 1.64162, 0.28161)
O (-0.82525, 0.26896, -1.86674)
N (0.96140, -0.18669, 1.07286)
N (1.97807, -0.91637, 1.63618)
C (0.41607, -0.54568, -0.05437)
C (-0.58497, 0.43583, -0.56093)
C (0.60992, -1.91705, -0.69265)
H (2.06675, -0.72690, 2.60622)
H (1.97377, -1.92287, 1.46274)
H (0.43499, -2.73518, 0.03613)
H (1.61966, -2.01785, -1.15135)
H (-1.42974, 0.92393, -2.16991)
H (-0.09848, -2.05599, -1.47120)

Short version: 1 is the least stable of them.

--- 1 ---
The following is a quantum chemistry calculation of a single C3H6N2OS molecule, from the Open Molecules 2025 dataset.

Values from the calculation:
- E_HOMO: -0.345 Eh
- M: 118.161 g mol⁻¹
- Gap between HOMO and LUMO: 9.74 eV
- Charge: 0

Element x y z (Å)
S (0.84543, -0.35313, -0.86234)
O (0.96710, 0.59221, 3.66472)
N (-1.05744, 0.81368, 0.73475)
N (0.27911, -1.16780, -2.25643)
C (-0.75110, 0.12100, -0.25696)
C (0.33750, 0.32790, 2.68358)
C (-0.07531, 1.33161, 1.63323)
H (0.84996, 1.63377, 1.11195)
H (-1.52090, -0.28424, -0.89824)
H (-0.50099, 2.20699, 2.13538)
H (0.00377, -0.70365, 2.46102)
H (0.76994, -0.83199, -3.07769)
H (0.40775, -2.17103, -2.16739)

--- 2 ---
The following is a quantum chemistry calculation of 2 unconnected molecules or ions with the total composition C3H6N2OS, from the Open Molecules 2025 dataset.

Values from the calculation:
- E_HOMO (alpha / beta): -0.343 / -0.343 Eh
- M: 118.161 g mol⁻¹
- Gap between HOMO and LUMO (alpha / beta): 7.98 / 7.98 eV
- Charge: 0

Element x y z (Å)
S (-1.96274, -1.21732, 1.10690)
O (-1.24842, 1.52496, 0.62828)
N (1.21437, 0.82247, -0.63557)
N (-2.58271, -0.25775, -0.00994)
C (0.78915, 1.77174, -1.35110)
C (-2.23549, -2.76143, 0.49444)
C (-2.11488, 1.04088, -0.05172)
H (0.37043, 1.52496, -2.24992)
H (-2.36759, -3.58518, 1.15895)
H (-2.70673, 1.56960, -0.82204)
H (1.60914, 0.98579, 0.28259)
H (-2.78650, -3.02431, -0.40009)
H (0.74016, 2.78575, -0.95481)

Short version: 2 is the least stable of them.

--- 1 ---
The following is a quantum chemistry calculation of a single C2H6N4OS molecule, from the Open Molecules 2025 dataset.

Values from the calculation:
- E_HOMO: -0.342 Eh
- M: 134.164 g mol⁻¹
- Gap between HOMO and LUMO: 9.86 eV
- Charge: 0

Element x y z (Å)
S (-0.84594, 0.22004, -0.95609)
O (1.16095, -1.29440, 0.99555)
N (-1.39184, -0.31536, 2.00650)
N (1.64631, -0.25286, 0.14570)
N (1.40993, -0.39911, -2.17891)
N (-0.94099, 1.26765, 0.29647)
C (-1.14859, 0.83378, 1.58972)
C (0.86663, -0.27889, -1.01499)
H (-1.49074, 1.80632, 2.21632)
H (-1.30166, -1.03968, 1.22986)
H (2.65324, -0.43690, -0.27362)
H (0.81458, -0.37571, -3.09843)
H (-0.69706, 2.26966, 0.08217)
H (0.89706, -0.82075, 1.84008)

--- 2 ---
The following is a quantum chemistry calculation of a single C2H6N4OS molecule, from the Open Molecules 2025 dataset.

Values from the calculation:
- E_HOMO: -0.356 Eh
- M: 134.164 g mol⁻¹
- Gap between HOMO and LUMO: 9.98 eV
- Charge: 0

Element x y z (Å)
S (-0.00325, -0.90223, 1.11143)
O (-1.40271, 1.69345, 0.34404)
N (1.11423, 0.37496, 0.74674)
N (2.44094, -0.72226, -0.87892)
N (-2.18596, -1.60806, -0.29570)
N (-1.55608, 0.56984, -0.57144)
C (2.16649, 0.18917, -0.06885)
C (-1.37562, -0.67835, 0.02681)
H (-1.84738, -2.46324, 0.11434)
H (-0.66024, 2.22008, -0.01276)
H (-2.49244, 0.62951, -0.98909)
H (1.12157, 1.17639, 1.34988)
H (1.75179, -1.47341, -0.82923)
H (2.92866, 0.99416, -0.04723)

--- 3 ---
The following is a quantum chemistry calculation of a molecular structure, C2H6N4OS, from the Open Molecules 2025 dataset.

Values from the calculation:
- E_HOMO: -0.344 Eh
- M: 134.164 g mol⁻¹
- Gap between HOMO and LUMO: 9.36 eV
- Charge: 0

Element x y z (Å)
S (0.42279, -1.59595, -0.28100)
O (0.76632, 1.54481, -1.05836)
N (-2.34253, 0.21944, 1.30783)
N (1.10347, 1.03068, 0.21539)
N (-0.98376, -0.83151, -0.85975)
N (2.82733, -0.50153, 0.75341)
C (1.65271, -0.27104, 0.18225)
C (-2.01471, -0.17209, -0.03980)
H (3.10203, -1.60521, 0.63516)
H (-1.39841, -1.16986, -1.78365)
H (-2.93040, 0.11108, -0.65457)
H (-0.50303, 1.33133, -1.08392)
H (-1.54780, 0.14043, 2.14096)
H (1.84598, 1.76942, 0.52608)

Short version: 3 is the least stable of them.

--- 1 ---
The following is a quantum chemistry calculation of a single C2H6N4OS molecule, from the Open Molecules 2025 dataset.

Values from the calculation:
- E_HOMO: -0.339 Eh
- M: 134.164 g mol⁻¹
- Gap between HOMO and LUMO: 9.65 eV
- Charge: 0

Element x y z (Å)
S (0.67628, 1.16562, -0.12184)
O (1.03555, -1.36953, -0.75454)
N (-0.90534, 0.75869, -0.67067)
N (-1.47501, -0.23721, 1.43955)
N (-2.69704, -0.61046, -0.59784)
N (2.78310, -0.37332, 0.44546)
C (-1.74998, -0.09037, 0.07985)
C (1.54951, -0.41750, -0.20503)
H (2.78926, 0.19198, 1.41842)
H (-1.01371, 0.68995, -1.69698)
H (-1.15970, 0.65071, 1.89352)
H (-2.21690, -0.60652, 2.01575)
H (-3.36771, -1.02427, 0.08043)
H (3.12679, -1.31213, 0.71026)

--- 2 ---
The following is a quantum chemistry calculation of a single C2H6N4OS molecule, from the Open Molecules 2025 dataset.

Values from the calculation:
- E_HOMO: -0.345 Eh
- M: 134.164 g mol⁻¹
- Gap between HOMO and LUMO: 9.86 eV
- Charge: 0

Element x y z (Å)
S (0.26343, -1.09740, -0.23611)
O (0.25233, 1.65750, -0.53334)
N (-1.43244, -0.77481, -0.47098)
N (-3.44433, 0.23900, -0.07977)
N (2.19516, 0.64293, 0.19085)
N (2.98346, -0.56792, 0.01923)
C (0.90565, 0.69313, -0.20406)
C (-2.28569, -0.05678, 0.36739)
H (2.79629, -0.94727, 0.98847)
H (2.46898, -1.24623, -0.67566)
H (-1.75902, -0.57161, -1.37656)
H (-4.05958, 0.57519, 0.71686)
H (-1.82917, 0.11698, 1.31005)
H (2.94492, 1.33728, -0.01637)

Short version: 2 is the least stable of them.